# 1
74
Properties=species:S:1:pos:R:3:forces:R:3:lowdin_charge:R:1 method="wB97M-V/def2-TZVPD" energy_ha=-4603.2919
Lu -0.546 0.794 -0.247 0.79 -0.69 -0.05 1.6180
C 2.213 3.863 1.779 0.08 -0.07 -0.03 -0.0947
C 1.002 3.371 2.241 -0.02 0.05 -0.01 -0.0987
C 0.825 2.000 2.412 0.19 0.15 0.06 -0.1438
C 1.855 1.120 2.098 0.15 0.09 0.15 -0.1092
C 3.081 1.622 1.661 -0.01 -0.08 -0.02 -0.0878
C 3.260 2.984 1.497 -0.08 0.12 0.02 -0.0891
H 2.355 4.932 1.657 0.00 -0.03 0.01 0.0997
H 0.190 4.047 2.485 0.05 -0.03 -0.04 0.1065
H -0.085 1.613 2.842 -0.12 -0.01 -0.09 0.0541
H 1.720 0.056 2.272 -0.02 0.04 -0.07 0.0190
H 3.898 0.939 1.454 -0.05 0.03 0.00 0.1051
H 4.218 3.367 1.159 -0.07 -0.01 0.02 0.1052
C 2.087 2.843 -2.245 0.00 -0.21 0.07 -0.0498
O 1.795 1.676 -1.467 0.00 -0.11 0.06 -0.1525
C 2.867 0.834 -1.261 0.01 0.55 -0.14 -0.2503
C 4.186 1.231 -1.444 0.03 -0.06 0.03 -0.0341
C 5.217 0.349 -1.153 -0.03 -0.01 0.01 -0.0797
C 4.931 -0.923 -0.678 -0.06 -0.02 0.00 -0.0808
C 3.609 -1.313 -0.519 0.16 -0.20 0.11 -0.0114
C 2.574 -0.444 -0.820 -0.41 -0.18 0.12 -0.1856
N 1.185 -0.793 -0.680 0.41 0.39 0.13 -0.0247
N 1.025 -2.039 -0.688 -0.18 -0.85 -0.19 0.0957
C -0.202 -2.628 -0.645 0.39 -0.45 0.31 -0.1743
C -1.400 -1.960 -0.928 0.00 0.24 -0.28 -0.3725
O -1.396 -0.742 -1.362 -0.14 -0.29 0.04 -0.2406
C -2.638 -2.664 -0.793 -0.04 0.19 -0.19 0.0054
C -2.650 -3.964 -0.450 0.00 -0.37 0.10 -0.0037
C -1.441 -4.715 -0.243 -0.37 0.04 -0.03 -0.1779
C -1.489 -6.085 0.081 -0.06 0.02 0.01 -0.0481
C -0.338 -6.798 0.282 0.14 0.07 -0.01 -0.0913
C 0.901 -6.142 0.157 -0.04 -0.08 0.02 -0.0781
C 0.968 -4.806 -0.150 -0.03 0.07 0.01 -0.0318
C -0.209 -4.057 -0.358 0.20 0.31 -0.01 -0.1101
H 2.634 3.572 -1.649 0.03 0.04 0.06 0.0988
H 1.156 3.271 -2.584 -0.09 -0.05 -0.01 0.0516
H 2.669 2.553 -3.115 0.08 0.02 -0.10 0.1066
H 4.422 2.229 -1.779 -0.01 0.02 -0.02 0.1067
H 6.243 0.669 -1.286 -0.03 -0.02 0.00 0.1058
H 5.729 -1.612 -0.434 -0.03 0.03 0.00 0.1045
H 3.359 -2.298 -0.148 0.01 0.05 -0.02 0.1033
H -3.545 -2.092 -0.940 0.03 -0.01 -0.01 0.1196
H -3.598 -4.477 -0.321 0.06 0.00 0.00 0.1184
H -2.457 -6.567 0.170 0.02 0.03 -0.01 0.1109
H -0.379 -7.851 0.535 0.03 0.05 -0.02 0.0990
H 1.818 -6.699 0.310 -0.02 0.01 0.00 0.1012
H 1.926 -4.311 -0.233 -0.05 -0.02 0.02 0.0959
N -3.755 2.457 -2.373 0.04 0.72 0.04 0.1795
C -3.054 3.314 -1.299 -0.14 0.07 -0.08 -0.4572
C -3.703 4.686 -1.168 -0.03 -0.15 -0.01 -0.0727
P -1.305 3.389 -1.925 0.10 -0.40 -0.25 0.2838
O -0.404 3.812 -0.677 0.13 0.38 0.25 -0.1500
O -1.206 4.386 -3.006 -0.22 -0.26 -0.20 -0.2649
O -0.993 1.901 -2.119 -0.30 1.07 0.23 -0.3997
P -3.095 2.197 0.194 -0.39 -0.10 0.11 0.2956
O -4.312 2.757 1.060 0.15 0.25 -0.07 -0.0997
O -3.372 0.862 -0.419 -0.17 0.13 -0.02 -0.3310
O -1.783 2.277 0.934 -0.40 0.22 -0.21 -0.4547
H -4.702 2.785 -2.542 -0.07 -0.01 0.02 0.1608
H -3.759 1.509 -1.943 0.00 -0.54 0.22 0.1036
H -3.252 2.421 -3.259 0.13 0.14 -0.05 0.1499
H -3.507 5.294 -2.051 0.00 -0.02 -0.03 0.0810
H -3.291 5.204 -0.301 0.03 -0.05 -0.02 0.0951
H -4.779 4.601 -1.001 0.02 0.00 0.02 0.0835
H -0.138 4.738 -0.718 0.06 -0.01 0.01 0.1065
H -4.355 2.349 1.935 0.00 -0.02 0.04 0.0997
C -1.394 -4.103 3.423 -0.17 0.17 -0.05 -0.1106
O -1.810 -2.838 2.879 0.31 -0.12 -0.04 -0.2379
C -0.858 -1.962 2.532 0.11 0.16 0.06 -1.2397
S 0.763 -2.285 2.728 -0.24 -0.02 -0.07 0.6474
S -1.559 -0.472 1.969 0.14 -0.42 0.14 0.5974
H -2.314 -4.667 3.549 -0.04 -0.01 0.00 0.0907
H -0.894 -3.959 4.378 0.03 0.04 0.05 0.0764
H -0.715 -4.614 2.745 0.02 -0.02 -0.11 0.0570



# 2
19
Properties=species:S:1:pos:R:3:forces:R:3:lowdin_charge:R:1 method="wB97M-V/def2-TZVPD" de_lowest_kcal_mol=0.0 smiles="CCOC(=O)C(F)(F)F.ClCCl" energy_ha=-1565.1928
C -1.413 -1.729 2.148 0.15 -0.42 1.06 -1.0054
Cl -0.884 -3.131 1.201 -0.20 0.20 -0.03 0.5222
Cl -2.004 -2.197 3.769 0.11 -0.16 -0.05 0.4938
H -0.559 -1.094 2.321 0.02 0.21 -0.25 0.0001
H -2.255 -1.228 1.722 -0.10 0.19 -0.72 0.0191
C -0.338 -0.933 -1.941 -0.21 0.17 -0.96 -0.0693
C 0.842 -0.653 -1.058 0.22 0.13 -0.69 -0.1806
O 1.119 0.782 -0.947 0.29 -0.66 -0.17 0.0507
C 0.715 1.393 0.139 -0.03 1.00 -0.49 -0.4106
O 0.101 0.948 1.050 -0.36 -0.54 0.93 0.1658
C 0.995 2.921 0.006 -0.58 0.81 0.53 -0.5232
F 0.245 3.381 -1.004 0.11 -0.06 -0.31 0.1607
F 0.604 3.628 1.095 0.39 -0.91 -0.42 0.1462
F 2.269 3.218 -0.232 0.06 -0.22 -0.05 0.1748
H -0.236 -1.959 -2.296 -0.28 -0.18 0.33 0.0831
H -0.351 -0.355 -2.886 0.23 0.07 0.68 0.0950
H -1.281 -0.789 -1.438 -0.34 -0.06 0.12 0.0715
H 1.695 -1.087 -1.562 0.52 0.27 0.18 0.1238
H 0.736 -1.116 -0.088 -0.01 0.17 0.31 0.0822



Orbital gap / eV: 6.83, 11.69
LUMO / Ha: -0.013, 0.024
HOMO level / eV: -7.18, -11.05